24
Properties=species:S:1:pos:R:3:forces:R:3 method="wB97M-V/def2-TZVPD" charge=+1 homo_energy_ev="-12.6 / -12.9" orbital_gap_ev="8.28 / 8.99" e_lumo_ev="-4.312 / -3.918" largest_force_ev_per_a=5.11
C 0.31724 -2.35614 -1.10052 -3.35 -3.85 0.18
C 0.81998 -1.29446 -1.89289 0.48 3.04 0.77
C 0.73258 -2.44169 0.37546 1.92 2.60 -0.85
C 0.61104 0.10696 0.28160 0.18 -1.20 -2.01
C -0.22990 2.90275 -0.95583 -1.67 -0.40 -3.32
C -0.93357 1.86706 2.03842 -2.08 -0.93 0.48
N 0.06299 -1.16291 0.86076 0.20 1.26 2.29
Si -0.66662 1.48862 0.11798 -0.26 0.19 1.64
H -0.83328 -2.28752 -1.08130 1.44 -0.42 -0.10
H 0.52668 -3.40809 -1.53620 -0.15 1.54 0.32
H 1.85184 -1.36882 -2.06325 1.49 0.33 -0.29
H 0.31095 -0.60008 -2.58717 -0.17 -0.98 0.65
H 0.35966 -3.26109 0.93642 -0.37 -0.84 0.26
H 1.87826 -2.31219 0.51377 -2.00 -0.23 -0.12
H 1.63937 0.29680 0.60923 -0.32 -0.34 -0.06
H 0.12722 3.82678 -0.59302 0.69 0.77 0.73
H 0.36512 2.58546 -1.86364 -0.17 0.23 1.15
H -1.21316 3.18891 -1.51889 1.32 -0.46 1.21
H -0.49506 2.82861 2.38304 0.41 -1.02 -0.15
H -2.02012 1.94469 2.49988 1.83 -0.22 -1.48
H -0.55619 0.89522 2.52900 -0.05 1.89 -0.15
H -0.95253 -1.22611 0.66206 0.57 0.04 -0.12
H 0.09272 -0.99240 1.91033 0.22 -0.82 -1.23
H -1.79523 0.77964 -0.52524 -0.16 -0.17 0.20

68
Properties=species:S:1:pos:R:3:forces:R:3 method="wB97M-V/def2-TZVPD" charge=+1 homo_energy_ev="-10.1 / -10.1" orbital_gap_ev="6.71 / 6.71" e_lumo_ev="-3.361 / -3.360" largest_force_ev_per_a=0.41
Pd -0.33816 -0.79264 0.79354 0.26 0.08 0.03
C -0.58280 -3.17729 -2.88381 -0.08 -0.05 0.01
O -0.38852 -2.94177 -1.49786 -0.12 -0.08 0.08
C 0.53499 -3.85205 -0.95685 0.10 0.05 0.03
C 0.58360 -3.77884 0.54673 0.05 -0.06 -0.01
O 0.95972 -2.46510 1.01343 -0.34 0.21 0.09
C 1.28704 -2.49737 2.41780 0.13 -0.05 -0.04
H -1.03769 -4.15830 -3.04960 0.00 0.01 0.01
H 0.36647 -3.13123 -3.42880 -0.02 -0.02 0.00
H -1.24898 -2.40486 -3.25742 -0.04 0.04 0.00
H 1.53725 -3.66814 -1.36878 0.00 0.03 -0.02
H 0.25521 -4.88120 -1.21634 0.03 -0.02 0.02
H 1.37094 -4.46231 0.87692 -0.06 -0.03 0.04
H -0.36241 -4.07061 1.00588 -0.04 0.08 -0.05
H 2.08780 -3.22055 2.57857 0.00 0.02 0.01
H 0.40993 -2.77467 3.00592 0.01 -0.01 0.00
H 1.62204 -1.49951 2.68755 0.00 0.00 0.00
C -4.89975 -1.23074 3.74023 -0.02 0.01 0.02
S -4.51798 0.24269 2.76340 -0.02 -0.06 0.02
C -4.38934 -0.41987 1.14053 -0.02 -0.03 -0.03
C -3.43422 -1.24771 0.67379 -0.05 0.00 -0.10
S -2.11710 -1.93742 1.58477 0.00 -0.08 -0.01
S -3.52525 -1.62150 -1.03060 0.00 -0.01 -0.02
C -4.89104 -0.62276 -1.42908 0.03 0.00 -0.01
S -5.47998 -0.44802 -2.93680 0.01 0.00 0.02
S -5.56773 0.14501 -0.02086 0.00 -0.03 0.02
H -5.06980 -0.88112 4.75697 0.00 0.00 0.01
H -4.06322 -1.92370 3.72630 0.01 0.01 -0.01
H -5.80494 -1.70190 3.36584 0.00 0.00 0.00
N -2.78825 3.50910 2.55315 0.03 -0.01 -0.05
C -2.71370 2.76912 1.30055 -0.02 -0.03 0.06
C -1.73874 1.61933 1.46432 -0.13 0.00 0.04
O -1.18098 1.50677 2.62721 0.10 0.05 -0.03
O -1.52196 0.84306 0.53316 0.12 0.01 0.03
H -3.71130 3.48020 2.96344 -0.01 -0.03 0.01
H -2.50730 4.47447 2.45829 -0.01 0.00 -0.01
H -1.57709 2.25347 3.15845 -0.01 -0.01 0.00
H -2.38145 3.37372 0.45624 0.02 0.03 0.01
H -3.67101 2.32838 1.01312 0.04 0.05 -0.03
C 2.43866 3.52437 -1.62516 -0.03 0.00 -0.01
N 1.87624 2.67471 -0.58160 0.07 -0.05 -0.01
C 1.66971 3.36292 0.68585 -0.02 0.00 0.01
P 2.06108 1.03258 -0.62904 -0.05 0.16 -0.14
O 1.35762 0.47887 0.58476 0.01 -0.28 -0.16
N 1.50873 0.62679 -2.13225 -0.06 -0.06 0.32
C 0.16226 1.08516 -2.49563 0.02 0.00 -0.05
C 1.75252 -0.73990 -2.60455 0.05 0.03 -0.05
N 3.62055 0.49314 -0.62455 -0.05 0.09 0.03
C 4.28733 0.25352 0.65210 0.00 -0.06 0.00
C 4.54406 0.85254 -1.69659 0.00 -0.01 0.00
H 1.77164 4.37091 -1.80219 0.00 0.00 0.00
H 2.53551 2.96952 -2.55565 0.00 0.01 0.00
H 3.41932 3.91883 -1.34132 0.00 0.00 0.00
H 0.93774 4.16425 0.54891 0.01 0.00 0.00
H 2.59652 3.81671 1.05107 0.00 0.00 0.00
H 1.30281 2.66559 1.43468 -0.02 0.01 -0.01
H 0.00473 2.10622 -2.15808 -0.01 -0.01 0.00
H -0.61268 0.44375 -2.05973 0.01 0.01 -0.01
H 0.06500 1.05485 -3.58102 0.00 0.01 -0.01
H 2.76851 -1.04997 -2.37770 0.01 0.00 0.00
H 1.61293 -0.76071 -3.68615 0.02 0.01 -0.01
H 1.05027 -1.43796 -2.14444 0.06 0.06 0.00
H 3.55240 0.03664 1.42213 0.00 -0.01 -0.01
H 4.88308 1.11873 0.96050 -0.01 0.00 0.00
H 4.95665 -0.60332 0.55479 0.01 0.01 0.00
H 4.00618 1.01650 -2.62755 0.01 0.00 0.00
H 5.25260 0.03582 -1.84777 0.00 0.00 0.00
H 5.11372 1.75479 -1.45309 0.00 0.00 0.00

52
Properties=species:S:1:pos:R:3:forces:R:3 method="wB97M-V/def2-TZVPD" charge=+1 homo_energy_ev=-7.6 orbital_gap_ev=1.78 e_lumo_ev=-5.772 largest_force_ev_per_a=0.69
C -1.52394 1.36274 -0.17021 0.24 -0.13 0.10
C -0.55490 2.24612 0.64976 0.09 -0.03 -0.38
N -0.77550 3.66147 0.52129 0.14 -0.35 0.09
P -2.29527 4.26581 1.38905 -0.31 0.54 0.30
C -1.43053 4.32218 3.11620 -0.18 -0.01 0.04
C -0.67183 5.60253 3.42320 0.18 -0.16 0.42
C 0.57822 5.93834 2.62881 -0.45 0.30 -0.13
I 2.12580 4.47838 2.79457 0.11 -0.26 -0.03
H -1.04315 0.42334 -0.47274 0.02 -0.15 0.05
H -1.81655 1.87718 -1.08675 -0.05 0.02 0.03
H -2.41956 1.11766 0.39760 -0.05 0.09 -0.10
H 0.48194 2.01522 0.32411 -0.02 0.03 0.05
H -0.61312 1.97295 1.70930 -0.05 0.02 0.00
H -0.91465 3.85421 -0.46679 0.03 0.22 0.02
H -1.84576 5.63888 1.10952 0.04 -0.12 -0.11
H -2.97728 4.27317 0.07036 -0.02 -0.17 0.01
H -2.72699 2.87773 1.64826 0.01 0.00 0.05
H -3.52989 4.75059 1.98431 0.04 0.05 -0.04
H -0.83233 3.42699 3.32062 0.13 0.09 -0.22
H -2.27441 4.29215 3.81201 0.01 -0.15 -0.03
H -1.36059 6.44870 3.31789 0.08 0.04 -0.13
H -0.38879 5.58096 4.48316 -0.04 0.07 -0.01
H 0.37760 6.06812 1.56962 0.07 -0.25 -0.02
H 1.03827 6.84315 3.01725 0.04 -0.02 -0.01
C -0.27543 -6.66704 -4.88905 0.01 0.02 0.01
N 0.11069 -5.67685 -3.86581 0.01 0.00 0.01
C -0.61437 -4.54442 -3.74453 0.01 0.00 -0.01
C -0.30919 -3.60806 -2.79367 0.10 0.11 -0.07
C 0.76619 -3.82233 -1.92169 -0.04 -0.09 -0.04
C 1.50635 -5.00004 -2.07762 -0.12 -0.02 0.12
C 1.16079 -5.90139 -3.05143 -0.01 0.00 0.00
C 1.09178 -2.84820 -0.87402 0.08 0.11 0.07
C 1.26336 -3.24693 0.45940 0.13 -0.04 -0.08
C 1.56888 -2.31330 1.41514 -0.10 0.02 0.00
N 1.71416 -1.01401 1.08939 0.04 0.03 -0.06
C 1.55932 -0.60377 -0.18582 0.03 0.09 -0.03
C 1.24278 -1.49441 -1.17946 -0.21 -0.07 -0.01
C 2.03245 0.01179 2.09389 0.01 0.17 0.13
H -0.27366 -6.19056 -5.86625 0.00 -0.01 0.00
H -1.26778 -7.04807 -4.65929 0.00 -0.01 -0.01
H 0.43981 -7.48260 -4.87986 0.00 0.00 0.00
H -1.44362 -4.42838 -4.42778 0.00 -0.03 0.00
H -0.92109 -2.71955 -2.71960 -0.01 0.00 0.02
H 2.36086 -5.21090 -1.45026 0.00 0.00 0.00
H 1.70935 -6.81811 -3.20968 -0.01 -0.01 -0.02
H 1.13568 -4.27761 0.75888 0.01 0.00 0.00
H 1.68917 -2.56855 2.45747 0.01 0.04 0.01
H 1.69702 0.45376 -0.36789 -0.01 -0.03 0.02
H 1.12666 -1.12630 -2.18937 0.01 0.01 0.00
H 1.24681 0.76635 2.06860 0.04 0.09 0.03
H 2.98487 0.46913 1.83591 -0.01 0.04 0.04
H 2.09134 -0.42818 3.08404 -0.02 -0.11 -0.05

14
Properties=species:S:1:pos:R:3:forces:R:3 method="wB97M-V/def2-TZVPD" multiplicity=2 charge=+2 homo_energy_ev="-21.8 / -22.2" orbital_gap_ev="7.32 / 7.70" e_lumo_ev="-14.524 / -14.541" largest_force_ev_per_a=3.44
C -1.84042 0.36129 0.08676 -1.00 1.59 1.27
C -0.77808 -0.65301 0.78046 3.04 -1.61 -0.01
N 0.81579 0.17994 -1.52788 0.71 -0.43 -0.70
C 1.62269 0.10112 -0.52875 0.74 0.86 0.28
N 0.41748 -0.05939 1.01115 -2.23 0.65 -0.09
H -1.65080 0.27803 -0.98504 -0.11 -0.38 0.15
H -2.79335 0.15699 0.57535 -0.17 -0.77 -0.70
H -1.68324 1.37477 0.44929 0.48 0.29 -0.27
H -1.09662 -0.87525 1.84184 -0.81 0.25 -0.26
H -0.55364 -1.49711 0.12815 -0.90 -0.30 -0.02
H 2.00174 1.03514 -0.05988 0.01 -0.21 -0.25
H 1.20300 -0.08035 -2.46808 -0.69 0.22 0.28
H 2.25515 -0.78475 -0.41150 0.03 -0.16 0.25
H 0.23573 0.69510 1.70782 0.90 0.01 0.08

| no. | E_tot (hartree) |
| --- | --- |
| 1 | -582.06987 |
| 2 | -3686.51594 |
| 3 | -1468.59306 |
| 4 | -228.21559 |